The following is a DFT calculation (the ωB97M-V functional and the def2-TZVPD basis) of a structure of composition C21H28Cl3MgOSbTe.

Last column: natural (NBO) charge in e.
Atoms and positions in Å:
Mg: -12.47396 8.99995 -10.13974  1.50
Cl: -13.62008 11.76644 -16.23032  0.02
C: -13.06363 11.81812 -14.61240  -0.09
C: -12.18484 10.87374 -14.09563  -0.25
C: -12.12717 10.57516 -12.74618  -0.12
Cl: -11.00849 9.32551 -12.18142  -0.04
C: -12.98583 11.22766 -11.83013  0.31
O: -13.13712 10.84611 -10.58807  -0.91
C: -13.62994 12.39652 -12.39082  -0.14
Cl: -14.62155 13.27843 -11.37617  0.05
C: -13.66585 12.70009 -13.74336  -0.21
H: -11.45194 10.38246 -14.69968  0.23
H: -14.30780 13.51464 -14.07652  0.24
Te: -10.57251 8.75643 -7.91389  -0.43
C: -10.50397 6.70763 -7.19922  -0.20
C: -9.91042 5.69475 -7.95498  -0.29
C: -9.75157 4.44957 -7.42733  -0.20
C: -10.08924 4.19223 -6.07023  -0.24
C: -10.74946 5.18869 -5.34342  -0.21
C: -11.14517 6.39973 -5.96401  -0.26
H: -9.61504 5.92225 -8.97823  0.22
H: -9.32218 3.67430 -8.03185  0.21
H: -9.84217 3.21543 -5.65873  0.22
H: -11.13575 4.97863 -4.32041  0.21
H: -11.75960 7.18245 -5.45929  0.23
C: -16.49248 5.78693 -11.59048  -0.64
C: -15.68632 7.05786 -11.31436  -0.45
C: -15.91912 8.17033 -12.30016  -0.64
Sb: -13.53899 6.55713 -11.52158  0.72
C: -12.84469 4.65417 -10.40528  -0.37
C: -13.45345 3.46042 -11.01993  -0.65
C: -13.33498 4.99840 -9.00925  -0.65
C: -12.72867 6.03787 -13.58947  -0.44
C: -11.56249 5.00223 -13.60147  -0.64
C: -13.86591 5.69098 -14.56213  -0.64
H: -17.54817 6.09942 -11.40192  0.21
H: -16.29748 4.96209 -10.91615  0.21
H: -16.33566 5.36931 -12.63183  0.21
H: -15.79637 7.42778 -10.24585  0.23
H: -15.67865 7.84004 -13.32754  0.21
H: -15.20289 9.00559 -12.11418  0.22
H: -16.94649 8.51480 -12.30877  0.23
H: -11.76496 4.80069 -10.54620  0.22
H: -14.50611 3.35643 -10.61708  0.21
H: -12.82936 2.60375 -10.73091  0.22
H: -13.52524 3.49902 -12.13353  0.21
H: -14.41856 5.22286 -9.11496  0.19
H: -12.84666 5.89104 -8.61355  0.24
H: -13.16845 4.18749 -8.26884  0.23
H: -12.26787 7.04104 -13.79912  0.22
H: -11.94358 3.96402 -13.57390  0.21
H: -10.89585 5.10706 -12.72764  0.22
H: -10.99119 5.13470 -14.53791  0.22
H: -14.62408 4.91996 -14.19378  0.20
H: -13.47391 5.25439 -15.44643  0.22
H: -14.39793 6.62310 -14.82443  0.22

Forces on atoms 1 to 2 (eV/Å):
Mg 0.5 0.3 0.7
Cl 0.4 0.2 -0.8

The HOMO energy comes out at -7.2673 eV. Its charge is 0. The value obtained for the energy is -2981.1317 Eh. The value obtained for the HOMO-LUMO gap is 0.2687 Ha. For the energy above the lowest of the compared OMol25 structures with the same formula, charge and spin, the calculation gives 83.4 kJ/mol.